A cluster of 3 separate species, C24H49N3O5S in total in a non-equilibrium geometry. Source: the Open Molecules 2025 dataset; level of theory: the ωB97M-V functional and the def2-TZVPD basis.

Values from the calculation:
Kohn-Sham gap (alpha / beta): 0.3189 / 0.3547 Ha
2S+1: 3
<S²>: 2.008
Charge: 0

Geometry as XYZ:
```
82
C24H49N3O5S (the ωB97M-V functional and the def2-TZVPD basis)
S 5.105 -0.461 -1.996
O 9.731 2.269 -3.512
O 4.759 1.980 -4.336
O 0.250 -2.688 -0.148
O 2.893 0.705 -4.300
O -4.574 -1.415 5.531
N -5.070 -0.406 4.902
N 4.890 -0.292 -3.683
N -0.483 -1.790 -0.712
C 6.225 3.435 -3.048
C -2.323 -3.011 0.380
C 0.203 -1.221 -1.912
C 9.879 1.078 -2.786
C -5.125 -1.966 2.986
C -3.254 1.289 5.137
C -4.715 0.715 7.067
C -5.672 2.000 5.202
C -1.966 -3.233 -2.082
C 1.683 -1.035 -1.618
C -1.877 -2.290 -0.885
C 4.094 0.817 -4.096
C 7.314 2.364 -2.904
C -1.381 -2.628 -3.358
C 4.823 2.877 -3.206
C 0.049 -2.140 -3.125
C -4.668 0.877 5.553
C -0.350 0.185 -2.240
C 8.416 2.516 -3.961
C -3.001 1.210 3.631
C -3.398 -0.161 3.087
C -2.865 -1.124 -1.070
C -5.811 0.339 2.634
C -4.835 -0.540 3.437
H -3.009 -3.513 -2.242
H -2.224 -2.370 1.257
H -4.430 -2.690 3.405
H 8.193 1.854 -4.797
H 1.838 -0.417 -0.731
H -2.770 -0.612 -2.023
H -1.942 1.386 3.433
H -2.011 -1.809 -3.716
H 4.534 -1.646 -1.719
H -3.886 -1.502 -1.024
H -2.531 0.642 5.643
H 4.521 2.366 -2.301
H 5.776 -0.322 -4.165
H -1.162 0.167 -2.967
H -5.374 2.585 4.333
H 0.432 0.809 -2.670
H 6.187 4.063 -2.166
H 0.414 -1.614 -4.009
H -1.761 -3.924 0.561
H 10.941 0.917 -2.660
H -2.745 -0.386 -0.275
H -3.065 2.304 5.494
H -5.043 -2.029 1.902
H 6.429 4.074 -3.898
H -5.730 0.098 1.574
H 0.695 -3.014 -2.994
H 4.158 3.704 -3.412
H -5.699 0.380 7.397
H 7.712 2.429 -1.903
H -1.383 -3.378 -4.150
H 6.849 1.401 -3.043
H -3.541 2.003 3.107
H 2.190 -1.987 -1.468
H -2.708 -0.911 3.486
H 2.150 -0.546 -2.463
H -5.619 1.405 2.720
H 9.452 1.139 -1.791
H -4.505 1.677 7.533
H 9.470 0.220 -3.317
H -3.971 0.008 7.427
H -1.429 -4.159 -1.853
H -6.667 1.595 5.019
H -3.372 -3.297 0.296
H -6.137 -2.264 3.265
H 8.416 3.543 -4.293
H -0.705 0.688 -1.340
H -5.763 2.703 6.029
H -6.841 0.152 2.941
H -3.276 -0.179 2.003
```


A cluster of 7 separate species, C41H89N2O7 in total in a non-equilibrium geometry. Source: the Open Molecules 2025 dataset; level of theory: the ωB97M-V functional and the def2-TZVPD basis.

Values from the calculation:
Kohn-Sham gap (alpha / beta): 0.2969 / 0.2708 Ha
2S+1: 2
<S²>: 0.755
Charge: 0

Geometry as XYZ:
```
139
C41H89N2O7 (the ωB97M-V functional and the def2-TZVPD basis)
O 5.943 -1.249 -8.499
O -5.150 0.225 8.563
O -1.920 -4.851 -1.244
O 7.121 -5.717 -6.944
O 1.886 -2.025 -4.915
O -3.510 5.730 3.623
O -7.984 1.387 2.565
N 0.205 0.513 0.803
N -2.543 5.929 4.542
C -2.352 5.670 7.152
C -5.137 -0.388 9.852
C 5.454 -1.924 -9.655
C 8.028 -6.839 -4.948
C 1.721 1.527 2.591
C 0.071 5.466 4.778
C -1.707 3.574 5.463
C 7.043 -0.363 -8.700
C -5.993 2.715 1.984
C 0.534 0.407 2.275
C -0.111 -0.117 -1.755
C -5.837 1.469 8.460
C 8.024 -6.710 -6.460
C 7.353 -4.381 -6.503
C 6.739 0.771 -9.663
C -2.878 -2.688 -1.933
C -2.719 -5.665 -2.099
C -2.602 4.930 5.673
C 0.952 2.917 3.086
C -6.523 -0.711 10.381
C -0.118 3.969 5.411
C 3.248 -1.760 -4.587
C -1.186 6.023 3.890
C -5.268 2.553 9.360
C -0.900 7.658 3.678
C -1.232 5.411 2.335
C -7.042 2.354 3.021
C -4.192 4.415 5.737
C -2.100 -5.899 -3.466
C -0.497 1.474 -1.622
C 0.808 2.799 4.717
C 2.029 -4.480 -4.767
C -1.636 -3.532 -1.709
C 4.166 -1.716 -5.796
C -0.262 1.728 -0.017
C 0.276 -0.631 -0.227
C -6.727 -0.602 3.296
C -7.454 0.120 2.176
C 6.494 -2.800 -10.331
C 8.716 -3.840 -6.897
C 1.623 -3.262 -5.577
H 6.886 -3.542 -9.626
H -6.812 0.234 1.295
H -6.907 1.326 8.641
H 7.343 -2.218 -10.698
H 3.103 -4.502 -4.573
H -0.097 5.370 1.973
H 7.284 0.062 -7.720
H 1.554 3.870 2.757
H -1.811 8.072 3.046
H -2.920 5.105 8.012
H -1.109 -6.356 -3.365
H -8.306 -0.490 1.858
H 1.521 -4.482 -3.796
H -1.745 4.355 2.278
H 1.766 -5.399 -5.302
H -2.600 -1.677 -2.248
H -7.058 -1.364 9.684
H -6.470 3.086 1.070
H -5.324 3.490 2.371
H -7.391 -0.746 4.155
H -6.452 -1.216 11.351
H -0.836 2.233 -2.453
H -4.959 5.299 5.750
H -4.573 -1.321 9.747
H 1.042 5.561 4.104
H -1.017 -3.576 -2.612
H 4.197 -2.674 -6.320
H -5.857 -0.042 3.646
H -5.743 1.793 7.418
H 2.093 -3.268 -6.567
H -3.526 -3.112 -2.703
H -1.184 5.755 7.366
H 9.529 -4.417 -6.449
H 6.580 -3.760 -6.968
H -0.122 2.868 2.606
H 8.705 -7.641 -4.636
H 7.928 -0.926 -9.017
H -4.576 0.232 10.559
H -7.128 0.188 10.516
H -3.726 -5.246 -2.187
H 9.032 -6.523 -6.846
H 8.355 -5.918 -4.461
H 0.580 -1.736 0.099
H -4.405 3.611 4.886
H -1.975 -4.967 -4.022
H 3.266 -0.781 -4.096
H -6.379 -1.583 2.954
H 0.234 6.223 5.680
H -0.429 2.819 0.413
H 0.542 -3.298 -5.751
H 0.106 7.866 3.108
H -3.466 -2.620 -1.011
H -6.577 2.019 3.954
H 2.387 1.186 3.503
H -1.853 2.924 6.454
H 7.022 -7.065 -4.579
H -0.360 0.622 3.000
H -5.381 1.854 1.705
H -5.347 2.288 10.417
H -2.832 -6.631 -1.594
H -2.734 -6.563 -4.063
H -4.207 2.714 9.142
H 4.625 -2.556 -9.321
H 7.196 -4.308 -5.422
H -2.070 2.886 4.583
H -7.614 3.254 3.270
H 1.047 -0.648 2.454
H -0.127 -0.716 -2.762
H -0.931 8.240 4.710
H -4.293 3.837 6.766
H -5.805 3.495 9.210
H 5.877 1.350 -9.313
H 8.845 -3.883 -7.985
H 1.874 2.674 5.240
H 3.604 -2.482 -3.845
H 7.701 -7.662 -6.895
H 5.188 -1.468 -5.491
H 0.253 1.765 4.929
H 8.824 -2.801 -6.571
H 7.602 1.441 -9.746
H 2.411 1.746 1.672
H -1.751 6.223 1.665
H 0.244 4.037 6.546
H -1.020 -3.056 -0.938
H 5.026 -1.204 -10.360
H -2.795 6.768 7.009
H 3.820 -0.962 -6.512
H 6.054 -3.326 -11.185
H 6.502 0.405 -10.663
```


The molecule C4H5N5O in a non-equilibrium geometry. Source: the Open Molecules 2025 dataset; level of theory: the ωB97M-V functional and the def2-TZVPD basis.

Values from the calculation:
SMILES: O=C1CCN1n1cnnn1
Kohn-Sham gap: 0.3957 Ha
2S+1: 1
Relative energy (zero: lowest compared OMol25 entry of this formula, charge and spin): 56.83 kcal per mole
Charge: 0

Geometry as XYZ:
```
15
C4H5N5O (the ωB97M-V functional and the def2-TZVPD basis)
O 0.151 -2.390 -0.566
N -4.240 -0.115 -0.985
N -2.634 1.174 -0.532
N -2.180 -0.070 -0.373
N -0.835 -0.269 -0.162
N -3.821 1.078 -0.857
C 1.148 -0.283 0.385
C 0.091 0.816 0.198
C -3.215 -0.872 -0.682
C 0.097 -1.269 -0.202
H 1.976 -0.262 -0.285
H -0.247 1.466 1.001
H 1.331 -0.539 1.358
H 0.239 1.552 -0.605
H -3.250 -1.870 -0.490
```


The molecule C17H18F3N3O3S in a non-equilibrium geometry. Source: the Open Molecules 2025 dataset; level of theory: the ωB97M-V functional and the def2-TZVPD basis.

Values from the calculation:
SMILES: CN(C)S(=O)(=O)N(CC(=O)Nc1ccccc1C(F)(F)F)c1ccccc1
Kohn-Sham gap: 0.3430 Ha
2S+1: 1
Relative energy (zero: lowest compared OMol25 entry of this formula, charge and spin): 15.92 kcal per mole
Charge: 0

Geometry as XYZ:
```
45
C17H18F3N3O3S (the ωB97M-V functional and the def2-TZVPD basis)
S -1.333 1.404 -0.490
F -0.483 -2.892 -4.265
F -0.015 -1.024 -3.327
F -1.469 -2.364 -2.440
O 0.741 -2.100 1.898
O -0.837 2.635 -1.007
O -1.468 0.281 -1.368
N -2.817 1.609 0.277
N -0.392 0.899 0.773
N 0.281 -1.681 -0.309
C -0.279 -2.317 -3.068
C 2.883 -4.231 -0.931
C 0.823 -2.979 -2.289
C 2.403 3.467 2.545
C 0.168 -1.482 1.031
C 2.416 3.238 1.179
C 1.067 -2.639 -0.948
C 1.501 2.374 0.605
C 1.462 2.830 3.336
C 0.545 1.746 1.396
C 0.531 1.979 2.769
C 1.611 -3.928 -2.929
C 2.640 -4.557 -2.255
C -3.946 1.475 -0.622
C -0.814 -0.349 1.368
C 2.112 -3.285 -0.286
C -2.828 2.828 1.056
H 1.409 -4.173 -3.960
H 1.504 2.190 -0.456
H -2.805 3.717 0.417
H 1.444 3.001 4.402
H -4.066 2.355 -1.262
H 3.685 -4.714 -0.394
H -0.880 -0.277 2.456
H 3.123 4.135 2.992
H 2.305 -3.040 0.744
H -4.850 1.328 -0.031
H -3.725 2.844 1.674
H 3.150 3.726 0.556
H -0.319 -1.089 -0.886
H 3.242 -5.295 -2.760
H -1.800 -0.584 0.963
H -1.947 2.836 1.693
H -3.768 0.602 -1.244
H -0.203 1.499 3.399
```


A structure of composition C43H48CsN6O2 in a non-equilibrium geometry. Source: the Open Molecules 2025 dataset; level of theory: the ωB97M-V functional and the def2-TZVPD basis.

Values from the calculation:
Kohn-Sham gap: 0.2326 Ha
2S+1: 1
Relative energy (zero: lowest compared OMol25 entry of this formula, charge and spin): 12.08 kcal per mole
Charge: -1

Geometry as XYZ:
```
100
C43H48CsN6O2 (the ωB97M-V functional and the def2-TZVPD basis)
Cs 10.937 10.849 13.373
O 8.999 9.498 16.056
O 13.417 9.035 13.887
N 11.941 9.699 16.103
N 9.953 6.973 15.227
N 12.480 11.780 10.881
N 11.656 10.581 16.958
N 10.299 7.225 12.937
N 9.598 12.557 11.323
C 7.232 12.815 11.986
C 15.320 8.492 15.295
C 15.173 8.565 17.726
C 8.049 12.752 17.143
C 9.164 10.650 16.514
C 14.381 14.583 12.918
C 13.261 9.209 16.302
C 13.376 11.045 7.951
C 14.505 10.782 10.137
C 11.882 5.873 14.227
C 6.207 13.918 12.225
C 13.904 11.653 11.036
C 11.655 13.249 17.972
C 8.707 14.497 10.507
C 16.583 11.070 11.353
C 10.443 11.247 16.923
C 12.199 6.102 11.863
C 11.916 12.850 10.447
C 14.590 12.258 12.093
C 14.465 8.792 8.481
C 13.861 13.190 13.108
C 12.603 5.506 13.057
C 13.917 9.077 17.547
C 10.545 13.194 10.570
C 14.004 8.903 15.132
C 8.506 13.318 11.330
C 11.638 14.580 18.385
C 10.500 12.576 17.460
C 7.977 11.450 16.788
C 15.897 11.819 12.329
C 13.833 12.708 14.514
C 13.690 10.028 9.054
C 15.869 10.564 10.264
C 9.310 13.345 17.473
C 15.887 8.261 16.562
C 10.487 15.324 18.209
C 9.995 14.409 10.057
C 11.036 6.921 11.820
C 6.616 11.794 10.994
C 7.379 12.120 13.326
C 14.227 8.865 12.716
C 9.363 14.713 17.688
C 10.730 6.681 14.080
H 7.220 10.927 11.062
H 14.197 14.949 11.907
H 5.887 14.411 11.297
H 8.065 11.320 13.214
H 12.709 9.630 9.517
H 16.972 8.071 16.638
H 12.873 11.900 8.381
H 13.078 13.270 15.053
H 13.521 4.898 13.003
H 13.925 15.314 13.644
H 16.035 8.412 14.440
H 10.430 6.520 16.051
H 5.286 13.570 12.779
H 15.464 14.629 12.979
H 13.576 9.031 11.877
H 6.536 12.264 10.017
H 9.642 7.923 15.373
H 10.797 7.345 10.893
H 14.303 11.361 7.419
H 14.595 7.807 12.566
H 7.734 12.890 14.039
H 12.858 13.168 12.815
H 12.693 10.654 7.232
H 12.513 14.967 18.833
H 16.378 12.199 13.218
H 12.548 12.698 18.164
H 10.530 15.178 9.476
H 7.152 13.393 17.168
H 12.807 6.059 10.982
H 7.942 15.237 10.380
H 5.596 11.527 11.344
H 6.676 14.696 12.823
H 13.223 9.302 18.375
H 16.347 9.913 9.558
H 14.787 12.823 15.074
H 15.713 8.661 18.658
H 15.301 9.287 7.960
H 14.887 8.119 9.204
H 10.505 16.406 18.585
H 12.561 13.617 10.044
H 13.758 8.311 7.840
H 6.999 10.958 16.603
H 8.451 15.225 17.472
H 17.621 10.758 11.469
H 13.696 11.547 14.660
H 12.171 5.576 15.272
H 15.078 9.567 12.869
H 6.406 11.727 13.528
```


A structure of composition C6H11PS in a non-equilibrium geometry. Source: the Open Molecules 2025 dataset; level of theory: the ωB97M-V functional and the def2-TZVPD basis.

Values from the calculation:
Kohn-Sham gap: 0.3252 Ha
2S+1: 1
Relative energy (zero: lowest compared OMol25 entry of this formula, charge and spin): 7.21 kcal per mole
Charge: 0

Geometry as XYZ:
```
19
C6H11PS (the ωB97M-V functional and the def2-TZVPD basis)
S -2.533 -0.746 -1.167
P -1.044 -0.182 -0.066
C 0.607 -0.456 -0.773
C -0.778 1.648 0.122
C 0.970 -1.803 -1.286
C 1.294 0.680 -0.820
C 0.691 1.915 -0.221
C -1.042 -1.032 2.170
H 1.257 2.188 0.675
H -0.208 -1.712 2.212
H -1.456 2.139 -0.580
H -2.003 -1.510 2.226
H -1.041 1.974 1.127
H 1.351 -2.425 -0.476
H 1.728 -1.741 -2.065
H 0.781 2.749 -0.921
H -0.933 -0.159 2.789
H 0.079 -2.286 -1.689
H 2.279 0.760 -1.257
```